{"formula": "C18H26BrN4O6S2", "method": "wB97M-V/def2-TZVPD", "elements": ["C", "C", "C", "Br", "S", "O", "O", "N", "S", "O", "O", "C", "C", "O", "C", "O", "H", "H", "H", "H", "H", "H", "H", "H", "H", "H", "H", "N", "C", "C", "C", "C", "H", "H", "H", "H", "H", "N", "C", "C", "C", "C", "H", "H", "H", "H", "H", "N", "C", "C", "C", "C", "H", "H", "H", "H", "H"], "positions_angstrom": [[-0.12768, 0.71832, -1.52991], [-0.87937, -0.44732, -2.19924], [-1.00436, -1.64264, -1.26290], [-1.35791, -3.26864, -2.28181], [-2.38553, -1.39528, -0.10694], [-3.57551, -1.38288, -0.90789], [-2.05577, -0.16119, 0.57977], [-2.42131, -2.65071, 0.85121], [-1.23282, -3.00092, 1.82545], [-1.75449, -3.78529, 2.92783], [-0.09135, -3.60159, 1.15775], [-0.60337, -1.51270, 2.60223], [0.45131, -1.89958, 3.64117], [1.70117, -1.20775, 3.43227], [1.59694, 0.12763, 3.47791], [2.17587, 0.87522, 2.74853], [0.74558, 0.99258, -2.12283], [-0.75191, 1.61024, -1.48542], [0.19148, 0.49047, -0.51599], [-1.87133, -0.15278, -2.53814], [-0.32260, -0.77402, -3.07618], [-0.07674, -1.84973, -0.73475], [-1.44960, -1.01206, 3.06503], [-0.18501, -0.85665, 1.84303], [0.67909, -2.95925, 3.60966], [0.09369, -1.68250, 4.65103], [0.94378, 0.49736, 4.29191], [0.50555, -6.12454, 2.82585], [1.81120, -5.80971, 3.04637], [2.43652, -6.91980, 3.56018], [1.45821, -7.94761, 3.64552], [0.27803, -7.41881, 3.18218], [-0.17997, -5.48233, 2.45524], [2.18675, -4.82794, 2.81182], [3.47597, -6.98701, 3.83685], [1.60216, -8.95437, 4.00249], [-0.70021, -7.85634, 3.07923], [0.78759, 4.06762, 0.09418], [0.85530, 4.79291, -1.06200], [2.17646, 5.02111, -1.34151], [2.93571, 4.39666, -0.31400], [2.04929, 3.81558, 0.55370], [-0.05928, 3.75128, 0.53070], [-0.03745, 5.08256, -1.58390], [2.55709, 5.56655, -2.18940], [4.00874, 4.37014, -0.22675], [2.21100, 3.23856, 1.44851], [-1.48065, 5.67240, -3.94091], [-2.68621, 5.80607, -4.57327], [-2.52354, 5.40113, -5.87084], [-1.16569, 5.00588, -6.02408], [-0.54909, 5.18451, -4.81482], [-1.30752, 5.90244, -2.98128], [-3.55241, 6.17082, -4.04886], [-3.29221, 5.38335, -6.62513], [-0.69819, 4.62837, -6.91789], [0.46458, 5.00217, -4.50098]], "forces_ev_per_a": [[-0.08, 0.33, -0.40], [0.34, 0.00, 0.26], [-0.30, -0.13, -0.39], [0.04, 0.01, 0.01], [0.14, -0.14, -0.28], [-0.15, -0.03, 0.04], [0.08, 0.06, 0.04], [0.16, 0.29, 0.19], [-0.17, -0.19, 0.27], [0.00, -0.11, -0.06], [0.08, 0.11, -0.14], [0.11, -0.06, 0.18], [-0.17, 0.00, 0.43], [-0.04, 0.12, -0.55], [-0.15, 0.07, 0.29], [0.27, -0.03, 0.00], [0.10, -0.04, 0.09], [-0.06, -0.03, 0.14], [0.02, -0.03, 0.01], [-0.04, -0.03, 0.01], [-0.04, -0.05, -0.02], [-0.10, 0.02, 0.21], [-0.06, 0.07, -0.11], [-0.01, -0.05, -0.04], [0.18, -0.01, -0.07], [-0.01, 0.05, 0.00], [-0.13, -0.15, -0.09], [-0.02, -0.02, -0.02], [0.01, 0.01, 0.02], [-0.01, -0.01, 0.00], [0.01, 0.01, 0.00], [0.00, 0.01, 0.03], [0.00, 0.06, -0.01], [0.00, -0.01, -0.04], [0.00, 0.00, 0.00], [0.00, 0.00, 0.00], [0.00, 0.00, 0.01], [0.03, 0.00, 0.00], [0.02, 0.04, 0.06], [0.02, -0.01, -0.03], [-0.02, 0.03, -0.03], [0.00, 0.00, 0.07], [0.02, -0.09, -0.03], [-0.03, -0.04, 0.00], [0.00, 0.00, 0.00], [0.00, -0.01, 0.00], [-0.01, -0.06, -0.01], [-0.04, 0.01, -0.03], [0.02, 0.01, -0.01], [0.01, -0.01, -0.01], [-0.02, 0.01, -0.01], [0.01, 0.02, 0.02], [-0.01, 0.02, 0.00], [-0.01, 0.00, 0.00], [0.00, -0.01, 0.00], [0.00, -0.01, 0.00], [0.00, -0.02, 0.01]], "mol_weight_g_mol": 538.47, "total_charge": -1, "e_tot_ev": -129047.05540, "max_force_ev_per_a": 0.560, "homo_lumo_gap_ev": 8.1, "e_homo_ev": -5.75}